No. 1
Molecular formula: C15H42N9O7
Method: DFT, wB97M-V/def2-TZVPD

```
! RIJCOSX wB97M-V def2-TZVPD def2/J DEFGRID3
* xyz -1 1
O 20.680 -17.766 -9.222
H 20.681 -18.396 -8.476
C 22.588 -16.202 -2.880
C 21.102 -15.789 -2.910
C 21.028 -14.512 -3.736
C 21.204 -14.754 -5.260
C 20.187 -15.778 -5.764
C 20.212 -17.080 -5.013
N 20.222 -16.852 -3.524
O 20.292 -18.081 -2.887
C 18.857 -17.807 -5.405
C 21.452 -17.854 -5.682
C 20.640 -15.479 -1.529
H 22.956 -16.134 -3.904
H 22.661 -17.224 -2.507
H 23.281 -15.657 -2.239
H 20.156 -13.928 -3.441
H 21.930 -13.967 -3.457
H 22.238 -15.058 -5.425
H 20.989 -13.889 -5.887
H 20.485 -15.977 -6.793
H 19.167 -15.394 -5.731
H 18.881 -18.857 -5.113
H 17.995 -17.313 -4.957
H 18.655 -17.852 -6.475
H 22.434 -17.432 -5.469
H 21.549 -18.802 -5.152
H 21.291 -17.947 -6.756
H 19.562 -15.325 -1.483
H 21.201 -14.730 -0.970
H 20.619 -16.338 -0.859
H 21.208 -18.309 -3.064
C 21.845 -14.538 -10.270
O 22.125 -13.383 -10.506
N 22.384 -15.608 -10.834
N 20.863 -14.899 -9.441
H 22.045 -16.506 -10.520
H 23.241 -15.456 -11.346
H 20.180 -14.172 -9.282
H 20.751 -15.881 -9.231
C 19.535 -18.418 -12.540
O 19.393 -18.392 -13.750
N 18.957 -17.552 -11.754
N 20.514 -18.973 -11.930
H 18.361 -16.813 -12.097
H 19.360 -17.590 -10.829
H 20.712 -18.818 -10.951
H 21.092 -19.650 -12.405
C 17.276 -18.056 -9.230
O 16.114 -18.320 -9.513
N 17.743 -16.880 -8.864
N 18.142 -18.988 -8.985
H 17.031 -16.165 -8.809
H 18.736 -16.747 -8.740
H 19.077 -18.611 -8.916
H 17.881 -19.906 -9.314
C 23.957 -19.118 -9.176
O 24.909 -19.855 -9.081
N 23.353 -18.639 -8.139
N 23.405 -18.793 -10.240
H 23.628 -18.707 -7.169
H 22.511 -18.123 -8.354
H 22.548 -18.298 -10.042
H 23.525 -19.364 -11.065
C 21.746 -21.563 -6.723
C 20.385 -21.119 -7.179
O 20.494 -20.706 -8.598
H 22.294 -22.250 -7.368
H 21.781 -22.077 -5.762
H 22.427 -20.712 -6.689
H 19.978 -20.317 -6.563
H 19.616 -21.889 -7.117
H 20.718 -19.774 -8.649
*
```

HOMO level	-6.716	eV
lowest unoccupied orbital energy	2.2	eV
energy above the lowest of the compared OMol25 structures with the same formula, charge and spin	66.5	kcal per mole
Kohn-Sham gap	8.94	eV
calculated total energy	-1616.3072	a.u.

These are the Löwdin partial charges, in e, on atoms 1 to 4: number 1, O, carries -0.4022; number 2, H, carries -0.0648; number 3, C, carries -0.0267; number 4, C, carries -0.5186



No. 2
Molecular formula: C15H42O10V
Method: DFT, wB97M-V/def2-TZVPD

```
! RIJCOSX wB97M-V def2-TZVPD def2/J DEFGRID3
* xyz 0 4
V -3.101 -1.241 -0.941
C -0.705 -0.530 -0.491
O 0.493 -0.338 -0.627
O -1.283 -1.570 0.076
O -1.639 0.274 -0.988
C -2.192 5.029 -0.373
C -2.255 3.525 -0.230
O -2.310 2.934 -1.516
H -2.056 5.511 0.600
H -3.127 5.400 -0.794
H -1.339 5.329 -0.980
H -3.151 3.282 0.360
H -1.363 3.176 0.305
H -1.826 2.095 -1.473
C 1.081 -4.890 -2.721
C 0.954 -4.275 -1.339
O -0.427 -4.060 -1.033
H 0.408 -4.416 -3.430
H 0.876 -5.961 -2.656
H 2.103 -4.784 -3.090
H 1.506 -3.329 -1.306
H 1.379 -4.915 -0.559
H -0.490 -3.234 -0.539
C 1.679 3.561 -3.711
C 0.980 2.936 -2.522
O 0.667 1.597 -2.818
H 1.089 3.502 -4.628
H 2.620 3.040 -3.898
H 1.887 4.614 -3.516
H 0.113 3.537 -2.220
H 1.677 3.000 -1.667
H 0.350 1.149 -2.022
C -0.841 -5.635 2.888
C -0.438 -4.188 2.771
O -1.424 -3.495 2.009
H -1.783 -5.732 3.433
H -0.075 -6.215 3.402
H -1.022 -6.061 1.899
H 0.532 -4.100 2.272
H -0.352 -3.753 3.774
H -1.013 -2.784 1.499
C 0.577 2.154 3.423
C 0.915 1.366 2.199
O 1.272 2.254 1.113
H 0.325 1.462 4.233
H -0.307 2.769 3.241
H 1.405 2.775 3.753
H 0.102 0.709 1.890
H 1.828 0.776 2.333
H 1.081 1.769 0.303
C -2.991 0.881 2.322
C -4.068 0.567 1.334
O -4.002 -0.837 0.947
H -2.039 0.483 1.976
H -3.177 0.389 3.285
H -2.932 1.950 2.509
H -3.862 1.132 0.422
H -5.068 0.816 1.684
H -4.076 -1.387 1.734
C 5.290 0.277 -1.623
C 3.887 0.436 -1.086
O 3.232 -0.820 -1.103
H 5.256 -0.214 -2.594
H 5.899 -0.340 -0.958
H 5.770 1.254 -1.695
H 3.349 1.168 -1.711
H 3.868 0.875 -0.079
H 2.284 -0.649 -1.052
*
```

HOMO level (spin up / spin down)	-9.110 / -9.110	eV
lowest unoccupied orbital energy (spin up / spin down)	-2.0 / -2.0	eV
Kohn-Sham gap (spin up / spin down)	7.14 / 7.12	eV
calculated total energy	-2293.0714	a.u.

These are the Löwdin partial charges, in e, on atoms 1 to 4: number 1, V, carries 1.2330; number 2, C, carries -0.7917; number 3, O, carries 0.0506; number 4, O, carries -0.1722